{
  "formula": "C23H26BCrNO2PSSe2",
  "method": "ωB97M-V/def2-TZVPD",
  "charge": -1,
  "de_lowest_ev": 0.0000,
  "s_squared": 6.101,
  "multiplicity": 5,
  "homo_ev": [-3.5685, -3.8794],
  "homo_lumo_gap_ev": [6.22, 6.51],
  "lumo_energy_ev": [2.6548, 2.6328],
  "species": ["Cr", "Se", "P", "Se", "C", "C", "C", "C", "C", "C", "C", "C", "C", "C", "C", "C", "H", "H", "H", "H", "H", "H", "H", "H", "H", "H", "S", "C", "C", "C", "C", "C", "N", "H", "H", "H", "H", "C", "C", "C", "O", "B", "O", "C", "C", "C", "H", "H", "H", "H", "H", "H", "H", "H", "H", "H", "H", "H"],
  "xyz": [[-7.502422, -1.997363, 15.313250], [-8.807514, -1.482727, 13.133141], [-7.042333, -0.327189, 13.726978], [-5.551374, -2.098528, 16.667650], [-7.369352, 1.400069, 14.101648], [-7.402736, 2.414155, 13.114249], [-7.766686, 3.711139, 13.420510], [-8.042615, 4.066606, 14.751541], [-7.925734, 3.112682, 15.758717], [-7.607202, 1.788362, 15.432896], [-5.733918, -0.150858, 12.460961], [-5.786597, -0.950270, 11.309025], [-4.710339, -0.928013, 10.431667], [-3.569554, -0.169874, 10.691531], [-3.525561, 0.599444, 11.847699], [-4.595543, 0.610379, 12.720913], [-7.110877, 2.123283, 12.097021], [-7.796236, 4.490539, 12.653982], [-8.291809, 5.099018, 15.065155], [-8.001736, 3.396485, 16.809870], [-7.463532, 1.072508, 16.218874], [-6.644597, -1.560542, 11.124418], [-4.719292, -1.534924, 9.532666], [-2.755386, -0.206648, 9.997194], [-2.626333, 1.189349, 12.030541], [-4.528985, 1.189506, 13.648342], [-9.014551, -0.818343, 16.778673], [-9.373885, -2.483884, 17.086682], [-10.212220, -2.949655, 18.122550], [-10.398042, -4.307963, 18.293125], [-9.793418, -5.250775, 17.423750], [-8.934527, -4.693034, 16.488338], [-8.715813, -3.392721, 16.309450], [-10.653295, -2.229776, 18.790685], [-11.004051, -4.626492, 19.131163], [-9.903465, -6.308586, 17.499894], [-8.383383, -5.299484, 15.802101], [-6.375517, -5.541015, 12.116511], [-5.173045, -4.713438, 12.668179], [-4.135080, -4.529716, 11.549229], [-5.631195, -3.414571, 13.076253], [-5.928400, -3.444760, 14.434800], [-5.502779, -4.646463, 14.996037], [-4.627182, -5.284347, 14.044943], [-3.189531, -4.788559, 14.327160], [-4.739394, -6.799790, 14.228350], [-6.801863, -4.982063, 11.273237], [-7.147707, -5.714818, 12.851747], [-6.036597, -6.481492, 11.720103], [-4.639329, -4.127817, 10.699685], [-3.645721, -5.482179, 11.257020], [-3.356900, -3.835383, 11.815670], [-3.195249, -3.689172, 14.195088], [-2.446906, -5.268854, 13.678723], [-3.045642, -5.053987, 15.391287], [-5.762977, -7.133927, 14.080595], [-4.432383, -7.106911, 15.233826], [-4.114255, -7.294974, 13.497246]],
  "forces_ev_per_angstrom": [[0.39, -0.73, -0.51], [0.13, 0.25, -0.40], [0.32, 0.03, -0.08], [0.29, -0.20, -0.48], [-0.52, 1.61, 0.38], [0.05, -0.94, -0.12], [-0.03, 0.63, 0.42], [0.05, 0.18, 0.39], [0.29, -0.25, -0.30], [0.25, 0.38, -0.60], [-0.25, -0.96, -0.31], [0.78, 0.90, 0.25], [0.24, -0.12, -0.16], [-0.95, -0.19, 0.37], [0.61, 0.14, -0.47], [-0.13, 0.17, 0.61], [-0.30, 0.30, 0.32], [0.01, -0.36, 0.14], [0.16, -0.64, -0.56], [-0.19, -0.08, -0.32], [-0.04, -0.25, 0.21], [-0.39, -0.27, -0.03], [-0.15, -0.03, 0.02], [0.40, 0.11, -0.19], [-0.29, -0.08, 0.20], [-0.09, -0.17, -0.34], [-0.48, -0.32, 0.43], [0.13, -0.28, 0.25], [0.29, -0.46, -0.33], [0.08, -0.21, -0.24], [0.32, 1.99, 0.20], [-0.16, -0.30, -0.23], [-0.66, 0.86, 0.64], [-0.12, 0.08, 0.07], [-0.12, -0.18, -0.03], [-0.12, -0.43, 0.12], [0.32, -0.52, -0.24], [0.63, 1.19, -0.23], [0.08, -0.80, 0.33], [0.09, -0.95, 0.69], [-0.11, 0.08, 0.03], [-0.07, 0.25, 0.98], [0.14, -0.13, -0.46], [-0.04, -0.09, -0.62], [-1.03, 0.00, 0.44], [-0.12, 0.49, -0.02], [-0.05, -0.02, 0.26], [-0.15, 0.07, 0.29], [0.23, -0.55, -0.08], [-0.38, 0.27, -0.75], [-0.39, 0.35, 0.21], [0.24, 0.31, 0.29], [0.31, -0.55, 0.21], [-0.13, 0.10, 0.19], [0.41, 0.36, -0.50], [-0.10, 0.01, 0.02], [0.06, 0.21, -0.15], [0.25, -0.27, -0.19]]
}

{
  "formula": "C26H50BFN3O13",
  "method": "ωB97M-V/def2-TZVPD",
  "charge": 1,
  "multiplicity": 1,
  "homo_ev": -11.0176,
  "homo_lumo_gap_ev": 6.53,
  "lumo_energy_ev": -4.4916,
  "species": ["C", "O", "C", "C", "C", "C", "O", "O", "B", "C", "O", "C", "N", "C", "N", "C", "C", "C", "C", "C", "C", "C", "C", "C", "C", "O", "N", "C", "O", "F", "H", "H", "H", "H", "H", "H", "H", "H", "H", "H", "H", "H", "H", "H", "H", "H", "H", "H", "H", "H", "H", "H", "C", "O", "H", "H", "H", "H", "C", "O", "H", "H", "H", "H", "C", "O", "H", "H", "H", "H", "C", "O", "H", "H", "H", "H", "C", "O", "H", "H", "H", "H", "C", "O", "H", "H", "H", "H", "C", "O", "H", "H", "H", "H"],
  "xyz": [[-1.288578, -2.678354, 0.630325], [-0.278458, -2.979258, -0.325270], [0.332287, -1.844749, -0.865803], [-0.654958, -0.878377, -1.482881], [-0.583077, 0.487377, -1.222162], [0.458579, 1.068091, -0.307669], [0.120664, 1.543448, 0.733100], [1.738075, 0.998951, -0.688878], [2.010959, 1.132631, -2.091280], [2.171110, 2.563294, -2.704154], [2.141393, -0.021330, -2.792512], [-1.499090, 1.375793, -1.786920], [-1.510563, 2.783829, -1.597745], [-2.490056, 0.849559, -2.586745], [-2.569779, -0.463263, -2.828427], [-3.689007, -0.917788, -3.710714], [-5.008887, -0.358310, -3.259048], [-5.405427, -0.479485, -1.934390], [-6.612490, 0.053455, -1.520222], [-7.435810, 0.722748, -2.419499], [-8.736929, 1.329727, -1.977722], [-7.035586, 0.823375, -3.748382], [-5.829682, 0.295334, -4.171764], [-1.668346, -1.319964, -2.309515], [-1.817805, -2.777275, -2.690757], [-2.457272, -3.557046, -2.059986], [-1.190151, -3.072532, -3.925720], [0.226505, -3.179428, -3.909578], [0.970653, -2.359157, -4.333712], [0.668959, -4.315098, -3.368937], [-2.248225, -2.444157, 0.165525], [-1.418158, -3.548767, 1.263847], [-0.985080, -1.831487, 1.252761], [1.062347, -2.159858, -1.609764], [0.899481, -1.337630, -0.082884], [3.091690, 2.588123, -3.284069], [2.196986, 3.331421, -1.937673], [1.368098, 2.779113, -3.412910], [1.735260, 0.021152, -3.664864], [-1.814548, 2.989166, -0.649146], [-0.569903, 3.161880, -1.654210], [-3.216896, 1.510778, -3.030692], [-3.736349, -1.999522, -3.677466], [-3.453260, -0.592219, -4.718929], [-4.781045, -1.007810, -1.227005], [-6.908203, -0.042151, -0.486628], [-9.019227, 0.948087, -1.002411], [-8.674526, 2.414415, -1.948491], [-9.523583, 1.073120, -2.682944], [-7.660089, 1.339409, -4.462939], [-5.509902, 0.377650, -5.201053], [-1.615229, -3.920071, -4.301926], [3.209048, 2.589337, 2.182833], [4.113957, 1.808837, 1.402019], [3.646930, 2.747121, 3.164277], [3.037120, 3.560311, 1.709138], [2.259593, 2.062592, 2.300113], [3.700926, 1.685621, 0.544418], [0.352816, -5.615764, -7.317184], [0.368346, -6.264502, -6.046912], [-0.092062, -6.307591, -8.026148], [-0.247182, -4.699955, -7.297080], [1.363077, -5.369065, -7.650478], [0.767116, -5.663566, -5.413618], [-4.852581, -4.406505, 0.491421], [-5.129837, -3.490369, -0.569345], [-5.447655, -4.096384, 1.346497], [-5.133407, -5.425190, 0.217697], [-3.794824, -4.392291, 0.767713], [-4.605221, -3.768167, -1.325101], [-2.229325, -6.108407, 3.198166], [-1.561666, -5.638589, 2.026122], [-3.192048, -5.605680, 3.244376], [-2.396525, -7.186033, 3.152432], [-1.662961, -5.870109, 4.100705], [-0.709939, -6.081094, 1.974006], [6.164042, 4.116223, 2.892566], [6.379149, 3.924018, 4.288162], [5.291367, 4.755272, 2.780616], [7.023443, 4.606633, 2.428149], [5.976247, 3.162233, 2.397527], [7.152590, 3.359459, 4.384246], [8.926429, 5.026539, 7.298566], [8.544034, 4.107557, 6.277397], [10.011512, 5.078068, 7.305786], [8.523344, 6.021478, 7.098892], [8.578405, 4.687363, 8.276699], [7.583251, 4.065421, 6.271854], [7.273490, 6.654273, 10.220092], [8.599742, 7.124250, 10.008614], [6.645464, 7.052273, 9.427295], [7.240438, 5.561493, 10.184536], [6.878574, 6.990095, 11.182359], [9.147909, 6.765954, 10.711415]],
  "forces_ev_per_angstrom": [[0.06, 0.14, 0.40], [-0.13, -0.18, -0.40], [0.09, -0.14, 0.43], [0.14, 0.23, -0.01], [0.02, 0.23, -0.40], [0.29, -0.07, 0.73], [-0.14, 0.00, 0.18], [-0.13, 0.08, -0.63], [0.42, 0.06, -0.17], [-0.18, -0.39, 0.16], [-0.85, -0.06, 0.48], [-0.07, 0.00, -0.01], [0.25, -0.17, 0.21], [0.16, 0.15, 0.12], [0.05, 0.01, -0.06], [-0.35, -0.04, 0.07], [0.06, 0.25, -0.04], [0.02, -0.07, -0.05], [0.11, 0.08, -0.11], [-0.15, 0.08, -0.03], [0.06, -0.26, -0.16], [0.10, 0.04, -0.09], [0.19, -0.13, 0.24], [-0.09, -0.05, 0.10], [0.32, 0.16, 0.18], [-0.56, -0.05, -0.33], [-0.24, -0.80, -0.03], [0.61, 0.97, -0.55], [-0.32, -0.38, 0.41], [-0.34, 0.10, -0.20], [-0.03, 0.03, -0.15], [0.04, -0.13, -0.05], [0.06, 0.05, 0.06], [0.03, -0.08, -0.06], [0.04, 0.21, 0.01], [0.11, 0.12, -0.04], [0.01, 0.19, -0.02], [-0.07, 0.10, -0.05], [0.64, -0.09, -0.37], [-0.17, 0.09, -0.04], [0.01, 0.06, -0.09], [-0.21, -0.13, -0.09], [0.22, -0.13, -0.05], [0.07, -0.06, -0.13], [0.01, -0.10, 0.13], [-0.07, -0.04, 0.09], [-0.08, 0.11, 0.15], [0.03, 0.12, 0.11], [-0.12, -0.01, -0.04], [-0.12, 0.03, -0.03], [-0.08, 0.09, -0.13], [0.21, -0.25, 0.19], [-0.06, -0.19, -0.21], [0.01, 0.10, 0.13], [0.11, -0.03, -0.02], [-0.08, 0.05, 0.12], [-0.05, 0.12, 0.05], [0.00, -0.10, 0.00], [0.09, -0.02, 0.14], [-0.22, 0.22, -0.07], [-0.01, -0.02, 0.00], [-0.02, -0.01, -0.05], [-0.01, -0.01, -0.05], [0.20, -0.14, 0.05], [0.03, 0.06, -0.09], [0.06, 0.03, 0.09], [-0.02, 0.01, 0.01], [-0.01, -0.02, 0.03], [-0.01, -0.04, 0.01], [0.03, -0.03, 0.01], [0.12, -0.02, -0.08], [-0.07, -0.03, 0.12], [-0.02, 0.02, -0.01], [-0.04, 0.00, 0.02], [-0.03, 0.00, 0.02], [0.02, 0.00, -0.05], [0.20, -0.11, 0.16], [-0.12, -0.06, -0.04], [-0.01, 0.02, 0.02], [-0.04, 0.03, -0.04], [-0.03, 0.06, -0.13], [0.07, 0.06, -0.03], [-0.20, -0.12, -0.15], [0.07, -0.08, 0.11], [0.02, -0.01, -0.01], [0.06, 0.05, 0.08], [0.07, 0.07, 0.05], [-0.02, 0.15, -0.03], [0.20, -0.08, 0.11], [-0.15, -0.01, -0.03], [0.05, 0.03, -0.04], [-0.13, 0.00, -0.01], [-0.05, 0.00, -0.02], [0.08, 0.05, -0.01]]
}

{
  "formula": "C23H49IrN2OP3S",
  "method": "ωB97M-V/def2-TZVPD",
  "charge": 3,
  "de_lowest_ev": 1.7156,
  "s_squared": 6.028,
  "multiplicity": 5,
  "homo_ev": [-15.1379, -15.1353],
  "homo_lumo_gap_ev": [5.77, 2.86],
  "lumo_energy_ev": [-9.3648, -12.2758],
  "species": ["Ir", "P", "P", "P", "H", "C", "C", "H", "C", "C", "C", "C", "C", "C", "C", "C", "C", "H", "H", "H", "H", "H", "H", "H", "H", "H", "H", "H", "H", "H", "H", "H", "H", "H", "H", "H", "H", "H", "H", "H", "H", "H", "H", "H", "H", "H", "C", "C", "C", "C", "C", "C", "S", "H", "H", "H", "H", "H", "H", "C", "N", "C", "C", "C", "N", "C", "C", "O", "H", "H", "H", "H", "H", "H", "H", "H", "H", "H", "H", "H"],
  "xyz": [[0.581165, 0.940962, -0.873213], [-0.254037, 2.465248, 0.506110], [-1.654043, -0.258776, -0.815261], [2.751736, 1.588028, -0.441406], [0.627787, 1.578180, -3.401777], [1.273506, 0.988630, -2.753856], [1.126980, -0.470740, -2.538891], [1.997694, -1.098163, -2.777731], [-0.619393, 3.755082, -0.715983], [-1.767294, 2.289674, 1.546286], [0.749678, 3.233930, 1.829028], [-2.544090, -1.798807, -1.453289], [-1.861166, -0.711473, 0.947713], [-2.970579, 0.931474, -1.339028], [4.262569, 0.939932, -1.222527], [3.069198, 1.138608, 1.304733], [2.881433, 3.383638, -0.798964], [2.346315, 1.183776, -2.909102], [0.683015, -0.821988, -1.523738], [-1.649076, 4.099784, -0.593477], [-0.491213, 3.341173, -1.724648], [0.059720, 4.605678, -0.576690], [-2.023409, 3.252402, 1.990237], [-1.527766, 1.584160, 2.340917], [-2.619958, 1.925858, 0.990277], [0.264584, 4.164404, 2.156270], [1.783843, 3.445202, 1.530675], [0.783997, 2.526812, 2.665038], [-3.359516, -1.991822, -0.732963], [-1.872261, -2.668974, -1.475752], [-3.001002, -1.663684, -2.449976], [-2.710672, -0.193102, 1.409781], [-0.947974, -0.491937, 1.513821], [-2.037959, -1.800158, 1.025379], [-3.948227, 0.465568, -1.197956], [-2.806856, 1.117002, -2.411012], [-2.930824, 1.893610, -0.829417], [5.072383, 1.663942, -1.098729], [4.132514, 0.753580, -2.285878], [4.556056, 0.002210, -0.730204], [3.556351, 1.968508, 1.835864], [3.743706, 0.266412, 1.293309], [2.145720, 0.844100, 1.833743], [3.917626, 3.602560, -1.085185], [2.609622, 4.040982, 0.024531], [2.238457, 3.640356, -1.655725], [-0.843159, -1.554484, -5.293361], [-1.799344, -0.458904, -5.732382], [-2.628595, -0.885109, -6.900446], [-2.587313, -2.158100, -7.410910], [-1.770086, -3.153062, -6.838505], [-0.839033, -2.847934, -5.847338], [-0.452888, -1.529935, -3.671742], [-2.333041, -0.335119, -4.748342], [-1.276685, 0.499564, -5.885173], [-3.274939, -0.152346, -7.373018], [-3.203615, -2.452460, -8.251982], [-1.806985, -4.211392, -7.154056], [-0.205230, -3.624404, -5.401173], [2.230947, -1.885253, 2.715008], [1.331378, -1.949904, 3.839104], [1.675400, -2.866584, 4.902845], [0.722475, -2.749308, 6.074815], [-0.646896, -2.311532, 5.628588], [-0.493636, -1.045039, 4.943281], [-1.623029, -0.147079, 4.854918], [0.415113, -0.950356, 3.917587], [0.372488, -0.020642, 3.088564], [3.014436, -1.128016, 2.862007], [1.651707, -1.603978, 1.826601], [2.696592, -2.866042, 2.541629], [1.673464, -3.893250, 4.498516], [2.708589, -2.657769, 5.249987], [1.121940, -2.026447, 6.781539], [0.657611, -3.719488, 6.575978], [-1.326285, -2.161106, 6.464400], [-1.079878, -3.088918, 4.959978], [-2.170970, -0.301308, 3.908872], [-2.274162, -0.310708, 5.695047], [-1.254716, 0.894556, 4.847792]],
  "forces_ev_per_angstrom": [[-1.25, -1.06, 1.64], [-0.64, 1.79, 2.96], [-2.19, 0.24, 0.45], [0.74, 1.37, 1.24], [-0.16, -0.35, -0.10], [1.70, -0.63, -1.62], [-0.50, -1.06, -2.05], [-0.37, 0.09, 0.09], [0.01, 0.17, -0.19], [0.21, -0.36, -0.34], [0.48, -0.08, -0.14], [0.50, -0.08, -0.60], [0.18, -0.30, 0.31], [0.35, -0.14, -0.10], [-0.30, -0.76, -0.31], [0.01, 0.01, 0.13], [0.38, 0.11, -0.38], [-0.75, 0.40, -0.43], [0.42, -0.79, -0.96], [0.09, -0.01, -0.09], [-0.11, 0.32, 0.00], [-0.14, -0.23, -0.13], [0.21, 0.11, -0.14], [0.06, 0.02, 0.08], [-0.09, 0.05, 0.12], [0.09, -0.26, -0.15], [-0.55, 0.01, 0.24], [-0.11, 0.08, -0.07], [0.45, 0.26, -0.21], [-0.30, 0.21, 0.06], [0.36, 0.05, 0.43], [0.19, -0.22, -0.17], [-0.26, 0.09, 0.07], [0.08, 0.51, -0.11], [0.03, 0.16, 0.01], [-0.14, -0.08, 0.22], [-0.04, -0.16, -0.18], [-0.20, 0.00, 0.10], [0.22, 0.01, -0.10], [-0.12, 0.24, -0.25], [-0.05, -0.28, -0.09], [-0.23, 0.44, 0.05], [0.33, 0.19, -0.14], [-0.24, 0.07, 0.12], [0.08, -0.15, -0.08], [0.24, -0.18, 0.24], [-0.04, 1.27, 0.87], [0.51, -0.40, 0.48], [0.05, 1.12, 0.34], [0.30, -1.12, 0.13], [0.54, -1.23, -0.29], [-0.66, -0.61, -0.44], [1.86, -0.57, 1.28], [-0.56, 0.49, -1.23], [-0.23, -0.25, -0.25], [-0.02, -0.03, 0.14], [-0.09, 0.23, 0.01], [-0.16, 0.85, -0.10], [-0.22, 0.34, -0.31], [0.23, -0.09, -0.33], [0.02, 0.51, -0.76], [0.50, -0.60, 0.33], [0.17, -0.41, 0.55], [-0.04, -0.44, -0.39], [0.22, 0.40, -0.92], [0.36, 0.68, -0.67], [-0.44, -0.48, 1.12], [0.09, 0.22, -0.32], [-0.05, -0.27, 0.03], [0.21, -0.08, 0.04], [-0.16, 0.30, 0.18], [-0.02, 0.35, 0.04], [-0.45, -0.12, -0.22], [-0.10, 0.06, 0.16], [0.07, 0.19, 0.03], [0.07, -0.09, 0.05], [0.03, 0.39, 0.25], [-0.09, 0.00, 0.34], [-0.24, 0.03, 0.26], [-0.31, -0.43, 0.16]]
}

no.,electronic energy (a.u.)
1,-7709.2074
2,-2287.5545
3,-2615.9484